1.
83
Properties=species:S:1:pos:R:3 method="wB97M-V/def2-TZVPD" s_squared=6.10 molar_mass_g_mol=728.4 energy_ev=-106239.7203 largest_force_ha_per_bohr=0.1206 homo_lumo_gap_ev="6.05 / 5.94" spin_multiplicity=5 de_lowest_kcal_mol=30.97
C -5.2212 4.6401 1.2077
C -4.2143 3.6650 0.7512
C -4.0141 3.1669 -0.5354
C -2.9399 2.2514 -0.5868
C -2.2397 2.2013 0.6141
B -2.0942 -0.8390 1.5596
C -0.8891 1.7939 0.8024
C -0.3098 2.2041 2.0084
C 0.7523 3.0568 1.8141
C 1.1296 3.9569 2.9510
F 1.9971 4.9449 2.5970
F 0.0498 4.5817 3.5177
F 1.7165 3.2435 3.9638
C 1.4015 3.1308 0.5788
C 1.0340 2.2207 -0.4186
C 1.7857 2.1966 -1.7133
F 1.9211 0.9220 -2.1925
F 1.1684 2.8962 -2.7170
F 3.0487 2.7031 -1.5943
C -0.0795 1.4157 -0.2741
O -2.7792 0.0715 2.3241
C -4.1416 -0.2884 2.3924
C -4.5738 -1.0725 1.0921
C -4.9774 -2.4830 1.5066
C -5.7131 -0.2642 0.5227
C -3.5480 -1.3143 -0.0904
O -2.3104 -0.6902 0.1790
S -3.0222 3.1518 1.8507
H -5.7407 5.0359 0.3359
H -5.9370 4.1992 1.9156
H -4.6803 5.4444 1.7226
H -4.6578 3.4541 -1.3791
H -2.6064 1.6627 -1.4515
H -0.8143 2.0542 2.9607
H 2.2422 3.8024 0.4391
H -0.4292 0.7065 -1.0220
H -4.2194 -0.9333 3.2837
H -4.7516 0.6124 2.5609
H -5.4598 -3.0001 0.6575
H -4.0925 -3.0681 1.8295
H -5.6796 -2.4304 2.3479
H -6.1624 -0.7729 -0.3363
H -6.4708 -0.1232 1.3007
H -5.3292 0.7175 0.2080
H -3.2369 -2.3694 -0.2004
H -3.9327 -0.9816 -1.0680
C 5.3881 -1.2388 2.0447
O 4.5806 -1.3522 0.8531
C 3.2571 -1.0507 0.9448
C 2.3455 -1.7192 0.0898
C 1.0204 -1.7137 0.4348
C 0.5877 -1.0590 1.6049
C -0.8135 -1.2967 2.0950
C -0.9606 -1.7714 3.5196
C -2.1567 -2.4877 4.0273
C -1.8216 -3.0768 5.3072
C -0.4515 -2.7638 5.5968
C 0.0630 -1.9670 4.5106
Fe -0.6507 -3.7000 3.8216
C 0.7689 -4.3659 2.6192
C -0.4933 -4.3119 1.9020
C -1.4804 -5.0695 2.6406
C -0.8218 -5.6343 3.8081
C 0.5758 -5.1992 3.7952
C 1.4822 -0.3184 2.3576
C 2.7985 -0.1869 1.9680
H 6.3912 -1.5521 1.7422
H 5.3653 -0.2010 2.3940
H 4.9713 -1.8973 2.8197
H 2.7236 -2.2623 -0.7708
H 0.3159 -2.2750 -0.1632
H -1.1057 -2.1780 1.4089
H -3.1453 -2.5155 3.5875
H -2.5027 -3.6078 5.9681
H 0.0792 -3.0090 6.5118
H 1.0264 -1.4883 4.4999
H 1.7073 -3.9298 2.2800
H -0.6313 -3.9261 0.8927
H -2.5033 -5.2572 2.3133
H -1.2706 -6.3370 4.5013
H 1.3550 -5.5079 4.4839
H 1.1467 0.1636 3.2719
H 3.4731 0.4866 2.5148

***

2.
80
Properties=species:S:1:pos:R:3 method="wB97M-V/def2-TZVPD" molar_mass_g_mol=645.6 energy_ev=-93464.1477 largest_force_ha_per_bohr=0.1938 homo_lumo_gap_ev=7.09 spin_multiplicity=1 smiles="O=S(=O)(O)CCCCN(COO)S(=O)(=O)F.CCOP(=O)(OCC)OCC.CCOP(=O)(OCC)OCC"
O -1.2702 4.0727 -0.6831
S -0.2983 3.2304 -1.5858
O -0.8704 3.3063 -3.0444
O -0.3102 1.5475 -1.1618
C 1.4436 3.9229 -1.4346
C 2.3443 3.3471 -2.6896
C 3.2579 2.0203 -2.2878
C 4.5509 1.9289 -3.3424
N 5.0614 0.5196 -3.5444
C 4.5986 -0.0974 -4.8459
O 3.2010 0.1918 -5.2108
O 3.1100 -0.2464 -6.4616
S 6.8386 0.5399 -3.6681
O 7.3182 -0.8421 -4.2572
O 7.1865 1.7014 -4.6718
F 7.5747 0.7250 -2.1259
H 0.2522 1.4182 -0.3416
H 1.9637 3.5891 -0.4176
H 1.4815 5.1037 -1.4322
H 1.6731 3.1026 -3.6365
H 3.1246 4.1835 -3.0224
H 3.6791 2.2226 -1.1924
H 2.6174 1.0415 -2.2601
H 5.4244 2.5228 -2.7856
H 4.3261 2.5154 -4.3433
H 4.6710 -1.2849 -4.7477
H 5.2738 0.1722 -5.7810
H 3.4606 0.4551 -7.0930
C -3.3861 1.7313 0.1555
C -4.0842 2.7576 1.0263
O -4.7577 2.1405 2.1132
P -3.8426 1.6059 3.3926
O -3.3343 3.0261 3.7417
O -5.0101 1.6158 4.5785
C -4.7069 2.1581 5.8529
C -5.3488 3.5309 5.9920
O -4.4105 0.0190 3.0026
C -5.7944 -0.2638 2.8071
C -6.0752 -0.5502 1.3451
H -2.6897 1.1229 0.7427
H -2.8317 2.2232 -0.6495
H -4.1113 1.0478 -0.2959
H -3.3699 3.5040 1.3836
H -4.8358 3.2898 0.4346
H -3.6280 2.2004 6.0197
H -5.1213 1.4828 6.6084
H -5.0701 4.1902 5.1641
H -5.0609 4.0018 6.9326
H -6.4399 3.4442 5.9618
H -6.4517 0.5342 3.1608
H -6.0174 -1.1601 3.3961
H -6.0909 0.3762 0.7622
H -7.0536 -1.0249 1.2238
H -5.3072 -1.1969 0.9079
C -1.1055 -2.7770 2.3003
C 0.2365 -2.1437 1.9891
O 1.0611 -3.0228 1.2387
P 0.7234 -3.2168 -0.3764
O 0.9926 -1.7282 -0.7060
O 2.2208 -3.7156 -0.9041
C 2.7666 -3.1566 -2.0872
C 3.8489 -2.1493 -1.7265
O 0.4226 -4.8802 -0.0081
C 1.3453 -5.6697 0.7393
C 0.7873 -5.9761 2.1152
H -1.6156 -3.0927 1.3838
H -1.7483 -2.0723 2.8364
H -0.9792 -3.6676 2.9232
H 0.0981 -1.1953 1.4634
H 0.7613 -1.9195 2.9232
H 1.9891 -2.7056 -2.7083
H 3.2067 -3.9733 -2.6682
H 3.4788 -1.3967 -1.0235
H 4.2257 -1.6467 -2.6180
H 4.6837 -2.6520 -1.2272
H 2.3307 -5.2072 0.8341
H 1.4731 -6.6080 0.1884
H 0.8660 -5.1033 2.7711
H 1.3476 -6.7880 2.5889
H -0.2711 -6.2528 2.0668

***

3.
23
Properties=species:S:1:pos:R:3 method="wB97M-V/def2-TZVPD" s_squared=0.75 charge=+2 molar_mass_g_mol=106.2 energy_ev=-8959.8175 largest_force_ha_per_bohr=0.0757 homo_lumo_gap_ev="12.76 / 5.26" spin_multiplicity=2 de_lowest_kcal_mol=45.44
C 1.1581 0.3486 -1.4022
C 0.6060 -0.9948 -1.3119
C -0.3940 -1.3054 -0.1745
C -1.8239 -0.6516 -0.3679
C -1.7546 0.7661 0.0870
N 1.9025 0.7208 -0.0813
H 0.4674 1.2283 -1.4506
H 1.8361 0.3632 -2.2473
H 0.1518 -1.2548 -2.2054
H 1.5904 -1.6562 -1.2194
H -0.4804 -2.4281 -0.0187
H -0.1073 -1.1339 0.8126
H -2.2681 -1.0543 -1.2211
H -2.6068 -1.2973 0.3335
H -2.8015 1.2890 0.0464
H -1.1324 1.5462 -0.4884
H -1.3164 0.8456 1.1575
H 2.6519 1.4721 -0.0892
H 1.0674 0.5758 0.5543
H 2.5414 -0.0510 0.2083
H 0.4263 0.1581 3.3692
H -0.0274 1.6735 3.0785
O 0.3135 0.8401 2.6304

***

4.
10
Properties=species:S:1:pos:R:3 method="wB97M-V/def2-TZVPD" charge=+1 molar_mass_g_mol=115.1 energy_ev=-19007.1890 largest_force_ha_per_bohr=0.0738 homo_lumo_gap_ev="8.38 / 7.77" spin_multiplicity=1 de_lowest_kcal_mol=179.07
C -1.3874 -1.7013 -2.0732
C -0.7050 0.1120 -0.0316
C 1.4254 1.0129 1.3720
N -0.6915 -2.6001 -2.2111
N -2.0447 -0.5816 -1.8239
O -1.6270 0.0879 -0.8346
S -0.1810 0.1590 1.4861
H 1.5909 1.4833 2.3388
H 1.4164 1.7550 0.5807
H 2.2039 0.2729 1.1968

***

5.
18
Properties=species:S:1:pos:R:3 method="wB97M-V/def2-TZVPD" molar_mass_g_mol=198.1 energy_ev=-79954.6990 largest_force_ha_per_bohr=0.0902 homo_lumo_gap_ev=9.32 spin_multiplicity=1 de_lowest_kcal_mol=18.86
C 2.2147 -0.2303 1.0801
C -1.4761 0.7419 -0.9665
C -0.9721 1.7574 -0.0838
C -0.7716 -0.3493 -1.2879
C 0.1386 1.6786 0.6244
C 0.2996 -0.8893 -0.4134
C 1.3105 0.1502 0.0611
C -0.3573 -1.5964 0.7816
N 2.8222 -0.5149 2.0085
Br 2.2453 0.9734 -1.5399
H -2.3328 1.1310 -1.5674
H -1.5453 2.6255 -0.0407
H -1.0823 -0.9962 -2.0262
H 0.7100 2.4291 1.1600
H 0.7160 -1.7129 -1.0446
H 0.1234 -1.7496 1.7173
H -0.9081 -2.4642 0.4082
H -1.1346 -0.9841 1.1294

***

6.
15
Properties=species:S:1:pos:R:3 method="wB97M-V/def2-TZVPD" molar_mass_g_mol=100.1 energy_ev=-9406.9126 largest_force_ha_per_bohr=0.0092 homo_lumo_gap_ev=10.25 spin_multiplicity=1 de_lowest_kcal_mol=67.33 smiles="O=C1C[C@@]2(O)C[C@@H]12.[H][H]"
O 2.3751 0.1382 -0.8546
C 1.2102 0.0825 -0.5684
C 0.0962 1.1488 -0.4807
C -0.7903 0.0415 0.1083
O -1.5956 0.1955 1.2184
C -0.9392 -1.0614 -0.8721
C 0.3234 -0.9919 -0.0166
H 0.3369 1.9274 0.2526
H -0.2180 1.6074 -1.4248
H -2.4610 0.5011 0.9153
H -1.5965 -1.8719 -0.5678
H -0.8952 -0.8766 -1.9452
H 0.5871 -1.8174 0.6367
H 2.1032 0.6207 1.8468
H 1.4697 0.6198 2.2291